<one>
20
Properties=species:S:1:pos:R:3 method="wB97M-V/def2-TZVPD" lumo_energy_ev=-3.42 total_charge=+1 spin_multiplicity=1 homo_lumo_gap_ev=8.75
C -2.722 -0.143 -0.207
C -1.701 -0.955 -0.320
C -0.189 0.738 -0.019
C -2.429 1.228 0.323
C 2.426 1.052 -0.143
N -1.081 1.615 0.097
N 1.127 1.350 -0.121
N -0.316 -0.647 -0.061
N 0.689 -1.471 0.326
N 2.989 -0.123 0.016
H -3.706 -0.522 -0.392
H -1.919 -2.002 -0.665
H -3.061 1.844 -0.171
H -2.623 1.227 1.414
H 3.024 1.989 -0.273
H 1.016 2.354 -0.382
H 0.820 -2.293 -0.253
H 0.389 -1.715 1.356
H 3.984 -0.041 -0.014
H 2.339 -0.937 0.162

---

<two>
20
Properties=species:S:1:pos:R:3 method="wB97M-V/def2-TZVPD" lumo_energy_ev=-3.63 total_charge=+1 spin_multiplicity=1 homo_lumo_gap_ev=9.07
C -0.282 -0.538 0.278
C -1.147 1.564 0.715
C 2.086 -1.397 -2.633
C 1.152 -0.872 -1.893
C -0.408 -0.149 1.804
N -1.041 1.045 1.945
N -0.700 0.797 -0.306
N 1.099 -0.754 -0.402
N -1.744 2.719 0.459
N -0.189 -0.943 2.787
H -1.058 -1.302 -0.033
H 1.846 -1.309 -3.748
H 2.950 -1.932 -2.368
H 0.260 -0.474 -2.397
H -0.305 1.095 -1.205
H 1.355 -1.596 0.046
H -2.003 3.262 1.187
H -1.641 3.178 -0.500
H -0.479 -0.611 3.722
H 0.249 -1.784 2.542

---

Most stable structure, least stable structure: <two>, <one>.

---

<one>
21
Properties=species:S:1:pos:R:3 method="wB97M-V/def2-TZVPD" lumo_energy_ev=0.75 spin_multiplicity=1 homo_lumo_gap_ev=8.98
C 2.265 0.715 1.750
C 1.621 -1.478 0.148
S 3.063 -0.829 1.026
H 2.592 0.585 2.765
H 2.459 1.672 1.254
H 1.190 0.632 1.605
H 1.489 -1.211 -0.911
H 0.612 -1.298 0.508
H 1.714 -2.565 -0.033
C -0.194 1.450 -1.542
C -2.002 0.728 0.159
C -0.990 0.504 -0.741
C -2.114 -1.336 -0.637
N -2.657 -0.476 0.268
N -1.107 -0.781 -1.272
H -2.367 1.564 0.731
H -3.335 -0.814 0.935
H -0.660 1.796 -2.477
H 0.824 1.074 -1.693
H -2.369 -2.377 -0.749
H -0.033 2.444 -1.094

---

<two>
21
Properties=species:S:1:pos:R:3 method="wB97M-V/def2-TZVPD" lumo_energy_ev="0.46 / 0.46" spin_multiplicity=1 homo_lumo_gap_ev="7.81 / 7.81"
C -0.077 1.746 -0.168
C 2.774 0.598 -0.784
C -1.687 -1.617 0.842
C 1.449 -0.190 -0.692
C -1.692 -0.405 -0.140
C 0.540 0.611 0.214
N -0.832 2.590 -0.462
N -2.645 0.536 -0.246
S 0.619 0.234 1.909
H 3.493 0.037 -1.315
H 2.950 0.757 0.317
H 2.742 1.483 -1.266
H -2.629 -2.001 1.069
H -1.370 -2.427 0.205
H -1.100 -1.477 1.735
H 1.611 -1.279 -0.494
H 0.937 -0.168 -1.681
H -1.268 -0.716 -1.050
H -2.262 1.459 -0.503
H -3.366 0.524 0.484
H 1.813 -0.295 2.025

---

Most stable structure, least stable structure: <one>, <two>.

---

<one>
7
Properties=species:S:1:pos:R:3 method="wB97M-V/def2-TZVPD" lumo_energy_ev=4.33 total_charge=-1 spin_multiplicity=1 homo_lumo_gap_ev=9.18
C 0.808 0.306 -0.070
C 1.604 1.172 0.306
O -1.704 0.017 -1.122
O -1.341 -0.758 1.257
P -0.838 -0.738 -0.175
H -0.613 -2.123 -0.572
H 2.085 2.125 0.376

---

<two>
7
Properties=species:S:1:pos:R:3 method="wB97M-V/def2-TZVPD" lumo_energy_ev=2.64 total_charge=-1 spin_multiplicity=1 homo_lumo_gap_ev=6.30
P 3.303 0.966 -0.153
O 3.157 -0.523 -0.072
O 1.886 1.699 -0.279
C -2.211 -0.710 0.134
C -1.786 0.396 0.505
H 1.006 1.197 -0.095
H -1.839 1.369 0.981

---

Most stable structure, least stable structure: <one>, <two>.

---

<one>
20
Properties=species:S:1:pos:R:3 method="wB97M-V/def2-TZVPD" lumo_energy_ev=-4.92 total_charge=+1 spin_multiplicity=1 homo_lumo_gap_ev=8.87
C 0.840 0.410 0.121
C -1.231 1.011 1.018
C 0.631 2.497 1.428
C 0.299 -1.413 -1.815
C 0.708 -2.367 0.307
N 0.157 1.201 0.893
N -0.014 -1.453 -0.462
Br 2.560 0.633 -0.344
H -1.371 0.073 0.372
H -1.636 0.743 2.087
H -1.960 1.771 0.649
H 1.502 2.784 0.868
H -0.080 3.271 1.196
H 0.768 2.485 2.615
H -0.085 -0.481 -2.176
H -0.222 -2.092 -2.332
H 1.315 -1.559 -2.102
H 0.560 -2.007 1.292
H 1.821 -2.306 0.065
H 0.294 -3.427 0.164

---

<two>
20
Properties=species:S:1:pos:R:3 method="wB97M-V/def2-TZVPD" lumo_energy_ev=-3.46 total_charge=+1 spin_multiplicity=1 homo_lumo_gap_ev=9.95
C -1.602 -0.817 0.398
C 0.677 0.659 1.415
C 0.873 1.254 -1.026
C 1.850 -1.035 -0.262
C 0.661 0.143 -0.003
N -2.668 -1.463 -0.014
N -0.581 -0.547 -0.357
Br 3.609 -0.292 0.079
H -1.583 -0.483 1.430
H 1.642 1.115 1.614
H -0.082 1.429 1.544
H 0.527 -0.130 2.146
H 0.997 0.853 -2.029
H 1.761 1.822 -0.781
H 0.027 1.936 -1.027
H 1.689 -1.857 0.430
H 1.810 -1.362 -1.297
H -3.435 -1.666 0.607
H -2.746 -1.800 -0.967
H -0.620 -0.832 -1.332

---

Most stable structure, least stable structure: <two>, <one>.

---

<one>
12
Properties=species:S:1:pos:R:3 method="wB97M-V/def2-TZVPD" lumo_energy_ev=0.10 spin_multiplicity=1 homo_lumo_gap_ev=9.59
C -0.157 0.699 -0.655
C -1.063 -0.457 -0.743
C 1.048 0.069 -0.017
C 0.985 -0.788 1.063
H -1.554 1.163 0.899
H -0.106 1.008 -1.728
H -0.489 -1.580 -1.028
H 1.847 -1.389 1.362
H 0.015 -1.166 1.394
O -2.291 -0.469 -0.380
S -0.861 2.111 0.252
Cl 2.626 0.799 -0.418

---

<two>
12
Properties=species:S:1:pos:R:3 method="wB97M-V/def2-TZVPD" lumo_energy_ev=-0.02 spin_multiplicity=1 homo_lumo_gap_ev=8.05
C 0.017 -1.091 -0.090
C -0.240 0.399 -0.386
C 2.254 0.122 0.443
C -1.575 0.776 0.215
O 0.413 1.121 -1.096
S 1.767 -1.394 0.013
Cl 3.895 0.638 0.416
H -0.505 -1.511 -0.933
H -0.397 -1.547 0.786
H -1.730 0.371 1.186
H -1.721 1.789 -0.013
H -2.176 0.327 -0.542

---

Most stable structure, least stable structure: <one>, <two>.

---

<one>
60
Properties=species:S:1:pos:R:3 method="wB97M-V/def2-TZVPD" lumo_energy_ev=0.10 spin_multiplicity=1 homo_lumo_gap_ev=8.69
C 0.965 4.658 -0.600
H -0.034 5.072 -0.483
H 1.693 5.405 -0.292
H 1.137 4.429 -1.647
C 1.109 3.394 0.239
C 2.461 2.794 0.079
N 3.243 3.004 -0.937
O 4.350 2.210 -0.712
C 4.118 1.583 0.453
N 2.969 1.907 0.983
N 5.050 0.768 0.984
C 4.589 -0.114 2.038
H 3.929 0.456 2.691
C 3.845 -1.302 1.429
H 3.523 -1.980 2.221
C 4.732 -2.043 0.423
C 3.958 -3.157 -0.304
O 2.993 -2.642 -1.200
C 1.733 -2.346 -0.797
C 0.987 -1.534 -1.666
N -0.251 -1.171 -1.443
C -0.873 -1.592 -0.340
C -0.218 -2.404 0.585
C 1.094 -2.782 0.360
H 1.597 -3.401 1.088
H -0.711 -2.720 1.491
C -2.257 -1.133 -0.160
C -2.671 0.027 -0.818
C -3.960 0.497 -0.665
C -4.842 -0.198 0.141
C -4.460 -1.355 0.790
C -3.167 -1.823 0.642
H -2.875 -2.736 1.137
H -5.179 -1.864 1.412
S -6.528 0.384 0.305
O -6.551 1.814 0.166
O -7.114 -0.194 1.485
C -7.350 -0.340 -1.148
H -7.269 -1.416 -1.076
H -8.389 -0.033 -1.129
H -6.857 0.037 -2.035
H -4.294 1.404 -1.144
H -1.960 0.543 -1.442
H 1.442 -1.173 -2.578
H 3.516 -3.851 0.417
H 4.650 -3.717 -0.941
C 5.314 -1.066 -0.606
H 6.038 -1.582 -1.239
C 5.982 0.128 0.077
H 6.313 0.859 -0.661
H 6.843 -0.198 0.668
H 4.507 -0.702 -1.245
H 5.555 -2.520 0.969
H 2.957 -0.910 0.928
H 5.466 -0.447 2.599
C 0.068 2.342 -0.159
H 0.184 1.444 0.444
H 0.191 2.074 -1.206
H -0.935 2.734 -0.010
H 0.979 3.627 1.301

---

<two>
60
Properties=species:S:1:pos:R:3 method="wB97M-V/def2-TZVPD" lumo_energy_ev=0.47 spin_multiplicity=1 homo_lumo_gap_ev=8.60
O -1.511 3.932 -0.922
C -0.874 3.303 -1.741
N 0.341 2.772 -1.461
H 0.757 2.097 -2.084
C 0.867 2.828 -0.118
C 0.106 1.894 0.814
H -0.927 2.214 0.921
H 0.593 1.796 1.778
S 0.066 0.254 0.012
O -1.134 0.160 -0.771
O 1.315 0.044 -0.657
N -0.058 -0.883 1.207
C -1.297 -0.915 1.951
H -2.106 -0.772 1.235
C -1.397 -2.283 2.642
N -0.249 -2.544 3.480
C -0.225 -2.105 4.804
C -1.237 -1.320 5.363
C -1.206 -0.965 6.699
C -0.169 -1.372 7.518
C 0.835 -2.160 6.981
C 0.807 -2.526 5.651
H 1.587 -3.169 5.272
H 1.646 -2.503 7.607
H -0.146 -1.087 8.558
H -2.003 -0.354 7.099
H -2.061 -0.970 4.762
C 0.965 -2.498 2.693
H 1.836 -2.688 3.315
C 1.112 -1.126 2.017
H 1.975 -1.102 1.352
H 1.225 -0.356 2.798
H 0.903 -3.270 1.921
H -2.313 -2.360 3.225
H -1.415 -3.056 1.867
H -1.324 -0.110 2.701
H 0.770 3.858 0.241
H 1.919 2.541 -0.154
C -1.341 3.117 -3.179
C -0.344 3.733 -4.162
C 0.526 2.569 -4.616
O 1.591 2.669 -5.181
N -0.101 1.415 -4.261
C 0.353 0.119 -4.584
C 0.107 -0.950 -3.726
C 0.558 -2.215 -4.056
C 1.253 -2.432 -5.234
C 1.498 -1.368 -6.085
C 1.049 -0.100 -5.769
H 1.248 0.725 -6.433
H 2.038 -1.525 -7.007
H 1.603 -3.422 -5.485
H 0.368 -3.035 -3.380
H -0.411 -0.802 -2.793
C -1.371 1.637 -3.589
H -1.493 0.986 -2.724
H -2.193 1.442 -4.290
H 0.267 4.524 -3.728
H -0.847 4.141 -5.041
H -2.330 3.572 -3.249

---

Most stable structure, least stable structure: <two>, <one>.

---

<one>
29
Properties=species:S:1:pos:R:3 method="wB97M-V/def2-TZVPD" lumo_energy_ev=0.26 spin_multiplicity=1 homo_lumo_gap_ev=7.46
C -2.306 -2.742 0.972
C -2.199 -2.389 2.312
C -2.371 -1.739 -0.012
C -2.241 -1.054 2.697
C -2.345 -0.390 0.374
C -2.249 -0.051 1.745
C -2.470 0.635 -0.602
C -1.633 1.052 -1.558
C 2.801 1.808 -1.908
C 1.687 0.525 1.085
C 1.341 1.835 -2.311
C 1.036 -0.273 -0.001
Si 0.248 0.662 -1.456
H -2.217 -3.814 0.585
H -2.132 -3.127 3.129
H -2.583 -2.066 -1.054
H -2.132 -0.941 3.785
H -3.449 1.209 -0.667
H -1.914 1.611 -2.494
H 3.577 2.403 -2.480
H 2.825 2.110 -0.866
H 3.387 0.700 -1.972
H 1.089 1.250 1.628
H 2.189 -0.047 1.838
H 2.470 1.134 0.619
H 1.090 2.449 -3.105
H -2.614 0.968 1.916
H 0.327 -1.043 0.355
H 1.820 -0.673 -0.676

---

<two>
29
Properties=species:S:1:pos:R:3 method="wB97M-V/def2-TZVPD" lumo_energy_ev=0.30 spin_multiplicity=1 homo_lumo_gap_ev=8.90
C 0.883 2.845 -0.665
C 0.680 1.750 -0.196
C -3.971 -0.941 -0.256
C -3.747 -0.976 1.076
C -2.955 -0.922 -1.171
C -2.429 -0.888 1.473
C -1.595 -0.965 -0.763
C -1.330 -0.804 0.581
C 1.265 4.096 -1.246
C 3.119 -0.367 0.673
C 1.893 -1.987 -0.621
C 1.930 -1.314 0.716
Si 0.393 -0.365 1.188
H -4.997 -0.673 -0.686
H -4.545 -0.855 1.816
H -3.194 -0.919 -2.172
H -2.185 -0.818 2.500
H -0.919 -0.679 -1.519
H 0.467 4.961 -0.939
H 2.235 4.502 -0.828
H 1.122 3.971 -2.246
H 4.128 -0.977 0.503
H 2.951 0.593 0.090
H 3.306 -0.009 1.621
H 2.156 -1.267 -1.497
H 0.758 -2.296 -0.840
H 2.481 -2.883 -0.776
H 1.960 -2.010 1.567
H 0.140 0.197 2.617

---

Most stable structure, least stable structure: <one>, <two>.

---

<one>
12
Properties=species:S:1:pos:R:3 method="wB97M-V/def2-TZVPD" lumo_energy_ev="0.71 / 0.47" spin_multiplicity=2 homo_lumo_gap_ev="4.17 / 9.22"
C 1.651 -0.112 0.054
C 1.470 -0.005 -1.288
N 0.420 -0.437 0.899
H 2.548 0.167 0.522
H 2.334 0.278 -1.789
H 0.672 -0.473 -1.851
H -0.432 0.176 0.564
H 0.224 -1.415 1.003
H 0.371 -0.061 1.869
H -3.229 0.374 -0.660
H -3.306 1.054 0.590
O -2.725 0.452 0.087

---

<two>
12
Properties=species:S:1:pos:R:3 method="wB97M-V/def2-TZVPD" lumo_energy_ev="0.85 / -2.46" spin_multiplicity=2 homo_lumo_gap_ev="9.77 / 6.40"
O -0.116 -2.121 2.597
H 0.518 -1.945 3.317
C 0.057 1.111 -1.532
C 0.290 0.512 -0.141
N -0.761 -0.446 0.217
H 0.545 2.065 -1.583
H -1.007 1.200 -1.730
H 0.382 0.405 -2.294
H 0.271 1.308 0.596
H 1.245 -0.027 -0.183
H -0.604 -0.812 1.135
H -0.819 -1.248 -0.399

---

Most stable structure, least stable structure: <two>, <one>.

---

<one>
42
Properties=species:S:1:pos:R:3 method="wB97M-V/def2-TZVPD" lumo_energy_ev=0.24 spin_multiplicity=1 homo_lumo_gap_ev=8.52
C 5.398 3.226 -0.459
C 4.494 3.093 0.751
O 4.602 3.785 1.736
N 3.560 2.110 0.587
C 2.562 1.682 1.470
C 2.358 2.258 2.720
C 1.350 1.772 3.532
C 0.538 0.726 3.134
C 0.739 0.147 1.885
C 1.749 0.630 1.059
H 1.902 0.180 0.086
N -0.024 -0.924 1.410
C -1.077 -1.556 1.998
O -1.548 -1.276 3.074
C -1.608 -2.715 1.148
C -1.767 -2.337 -0.295
C -2.850 -1.604 -0.709
C -3.002 -1.215 -2.055
C -4.116 -0.470 -2.497
C -4.238 -0.114 -3.811
C -3.255 -0.484 -4.742
C -2.163 -1.203 -4.345
C -2.007 -1.587 -2.997
C -0.899 -2.336 -2.550
C -0.783 -2.699 -1.238
H 0.065 -3.290 -0.915
H -0.144 -2.625 -3.267
H -1.404 -1.491 -5.058
H -3.370 -0.194 -5.777
H -5.094 0.455 -4.143
H -4.870 -0.188 -1.777
H -3.610 -1.318 0.004
H -0.908 -3.548 1.253
H -2.564 -3.014 1.580
H 0.230 -1.247 0.485
H -0.243 0.356 3.776
H 1.193 2.221 4.501
H 2.985 3.071 3.042
H 3.584 1.608 -0.290
H 5.917 2.288 -0.647
H 6.129 4.007 -0.272
H 4.813 3.488 -1.338

---

<two>
42
Properties=species:S:1:pos:R:3 method="wB97M-V/def2-TZVPD" lumo_energy_ev=0.72 spin_multiplicity=1 homo_lumo_gap_ev=8.70
C 1.691 -0.152 -3.499
N 0.320 0.062 -3.101
C -0.480 -0.944 -2.597
O -0.155 -2.098 -2.521
C -1.756 -0.284 -2.092
C -1.572 -0.213 -0.604
C -0.748 0.647 0.066
N -0.765 0.381 1.405
C -1.596 -0.682 1.625
C -1.946 -1.335 2.803
C -2.822 -2.394 2.715
C -3.349 -2.804 1.487
C -3.013 -2.164 0.317
C -2.127 -1.089 0.375
H -3.418 -2.490 -0.629
H -4.031 -3.641 1.464
H -3.109 -2.921 3.613
H -1.547 -1.029 3.759
C 0.064 1.066 2.363
C 1.511 1.071 1.927
C 2.283 2.218 2.045
C 3.605 2.218 1.634
C 4.163 1.073 1.094
C 3.398 -0.075 0.972
C 2.080 -0.078 1.390
H 1.485 -0.975 1.292
H 3.828 -0.971 0.552
H 5.192 1.075 0.766
H 4.196 3.116 1.730
H 1.847 3.116 2.459
H -0.287 2.097 2.492
H -0.030 0.553 3.325
H -0.138 1.446 -0.315
C -1.741 1.091 -2.754
C -0.300 1.291 -3.171
O 0.240 2.309 -3.518
H -2.073 1.894 -2.097
H -2.361 1.115 -3.653
H -2.635 -0.884 -2.329
H 2.240 0.777 -3.357
H 2.111 -0.946 -2.883
H 1.744 -0.446 -4.549

---

Most stable structure, least stable structure: <one>, <two>.